[1]
DFT (ωB97M-V with the def2-TZVPD basis set) results for 3 unconnected molecules or ions with the total composition C27H55BrCl2FN4O15P2S2 at a distorted geometry.

Calculated values
Total charge: +1
LUMO energy: -2.43 eV
Max |F|: 6.67 eV/Å

```
109
Properties=species:S:1:pos:R:3:mulliken_charge:R:1
C -1.035 -6.120 0.641 -1.338
C -0.867 -5.024 -0.402 -0.234
O -0.165 -3.994 0.239 -0.256
C -0.236 -2.823 -0.538 -0.820
C 0.749 -1.868 0.097 -1.599
N 0.727 -0.371 0.111 0.747
C 0.330 0.383 -1.129 0.117
C -0.251 -0.365 -2.326 -0.850
C 0.878 -1.115 -3.055 -1.415
O 0.349 -1.941 -4.085 -0.331
C 1.371 -2.393 -4.867 0.000
O 2.001 -1.716 -5.518 -0.347
C -0.440 1.727 -0.931 -0.272
C 0.035 2.677 -2.122 -0.530
O -1.061 3.332 -2.732 -0.283
C -1.125 3.137 -4.116 -0.234
O -2.464 3.357 -4.468 -0.388
C -2.816 2.660 -5.651 -0.614
C -3.152 1.191 -5.456 -0.141
O -4.112 0.973 -4.439 -0.545
P -2.315 1.578 -1.309 1.567
N -3.234 2.701 -0.719 -1.013
N -0.088 2.458 0.259 0.555
C 0.668 1.838 1.347 1.328
C 0.325 2.630 2.638 -1.457
C 1.462 3.347 3.407 -0.477
C 0.827 3.788 4.747 -0.597
F 0.023 4.874 4.460 -0.312
P 2.410 2.216 0.634 -0.203
O 3.597 1.972 1.730 -0.250
Br 2.537 4.437 0.269 -0.287
C 0.414 0.268 1.465 0.100
C 1.583 -0.095 2.429 -0.881
C 1.488 -1.231 3.439 -1.680
N 0.793 -0.882 4.691 -0.455
C -0.939 -0.030 2.155 -1.428
Cl -2.226 1.263 1.922 -0.038
C -1.788 -1.339 1.970 1.133
C -3.228 -1.177 2.583 -1.922
Cl -1.236 -2.822 2.797 -0.157
H -1.659 -5.731 1.444 0.238
H -0.050 -6.310 1.063 0.361
H -1.407 -7.037 0.200 0.424
H -1.829 -4.694 -0.800 0.293
H -0.316 -5.472 -1.238 0.326
H 0.134 -3.145 -1.520 0.689
H -1.270 -2.524 -0.725 0.186
H 1.709 -2.184 -0.311 0.567
H 0.834 -2.236 1.117 0.604
H 1.736 -0.215 0.108 1.415
H 1.252 0.772 -1.573 -0.016
H -1.135 -0.976 -2.161 0.236
H -0.552 0.331 -3.100 0.074
H 1.580 -1.616 -2.385 0.671
H 1.453 -0.327 -3.551 0.676
H 1.577 -3.469 -4.898 0.427
H 0.724 3.437 -1.767 0.039
H 0.548 2.115 -2.912 0.487
H -0.878 2.120 -4.439 0.323
H -0.533 3.915 -4.610 0.213
H -1.991 2.748 -6.363 0.342
H -3.696 3.153 -6.048 0.407
H -2.245 0.620 -5.209 0.042
H -3.511 0.804 -6.414 0.424
H -4.058 0.043 -4.222 0.311
H -2.689 0.360 -0.662 -0.369
H -2.507 1.336 -2.686 -0.105
H -2.681 3.434 -0.291 0.270
H -0.824 3.052 0.610 0.476
H -0.418 3.411 2.505 0.711
H -0.124 2.017 3.415 0.195
H 1.784 4.286 2.975 0.264
H 2.273 2.697 3.724 0.370
H 0.281 2.984 5.234 0.378
H 1.625 4.156 5.387 0.382
H 4.350 2.581 1.603 0.413
H 2.526 -0.262 1.894 0.556
H 1.869 0.750 3.046 -0.411
H 2.525 -1.346 3.792 0.671
H 1.276 -2.235 3.096 0.468
H 0.399 -1.703 5.121 0.224
H 1.437 -0.431 5.318 0.225
H -0.775 0.069 3.223 1.257
H -2.017 -1.449 0.914 -0.278
H -3.938 -0.790 1.865 0.369
H -3.216 -0.665 3.540 0.419
H -3.603 -2.165 2.802 0.657
C 9.171 2.878 0.549 -0.347
C 8.376 1.633 0.872 -0.281
O 7.562 2.007 1.993 -0.304
S 7.184 3.561 1.878 1.110
O 5.886 3.669 1.301 -0.596
O 7.515 4.196 3.089 -0.547
O 8.254 3.961 0.761 -0.332
H 10.012 3.004 1.233 0.299
H 9.534 2.883 -0.475 0.306
H 9.008 0.786 1.123 0.333
H 7.714 1.360 0.047 0.251
C -6.484 -3.979 -0.780 -0.392
C -6.663 -3.113 0.448 -0.319
O -5.742 -3.654 1.407 -0.343
S -4.458 -4.231 0.645 0.858
O -3.432 -3.239 0.683 -0.066
O -4.247 -5.555 1.071 -0.644
O -5.074 -4.247 -0.835 -0.317
H -7.009 -4.930 -0.677 0.311
H -6.812 -3.482 -1.688 0.337
H -7.677 -3.140 0.834 0.361
H -6.378 -2.077 0.249 0.227
```


[2]
DFT (ωB97M-V with the def2-TZVPD basis set) results for 6 unconnected molecules or ions with the total composition C27H55BrFIN3O8S at a distorted geometry.

Calculated values
Total charge: +1
LUMO energy: -3.44 eV
Max |F|: 3.08 eV/Å

```
97
Properties=species:S:1:pos:R:3:mulliken_charge:R:1
O 2.384 -5.068 6.971 -0.425
C 3.215 -5.692 6.419 0.541
F 3.139 -7.076 6.526 -0.269
C 4.435 -5.151 5.626 -0.647
C 4.142 -3.988 4.629 0.172
C 3.061 -2.876 4.976 -0.748
C 3.017 -2.159 3.548 -0.817
C 2.828 -3.462 2.622 -0.574
I 3.180 -2.874 0.544 0.289
C 1.395 -4.047 2.859 -0.629
C 0.213 -3.038 2.572 -0.742
S -0.985 -3.114 3.977 -0.230
C -2.278 -4.302 3.596 0.434
N -2.257 -5.595 3.273 -0.100
N -3.577 -5.943 3.151 -0.594
C -4.329 -4.873 3.401 0.073
O -3.552 -3.773 3.689 -0.151
N 4.024 -4.238 3.135 -0.131
C 4.366 -5.557 2.544 -0.860
C 3.303 -6.677 2.692 0.305
O 2.527 -6.822 3.571 -0.315
Br 3.211 -7.979 1.200 -0.091
H 4.973 -6.034 5.185 0.261
H 5.151 -4.747 6.395 0.510
H 5.087 -3.376 4.697 0.113
H 3.435 -2.254 5.825 0.508
H 2.062 -3.214 5.342 0.360
H 4.022 -1.689 3.341 0.399
H 2.317 -1.311 3.393 0.503
H 1.268 -4.884 2.111 0.466
H 1.273 -4.550 3.857 0.442
H -0.321 -3.266 1.612 0.449
H 0.540 -1.965 2.514 0.338
H -5.432 -4.809 3.403 0.408
H 4.794 -3.646 2.779 0.643
H 4.591 -5.426 1.453 0.559
H 5.323 -5.926 3.004 0.497
C 2.383 1.068 -3.212 -1.318
C 1.617 0.597 -1.987 0.256
C 0.759 1.710 -1.412 -0.817
O 2.541 0.143 -0.992 -0.417
H 3.056 1.891 -2.956 0.338
H 3.005 0.262 -3.610 0.350
H 1.704 1.405 -3.997 0.368
H 0.985 -0.254 -2.254 0.325
H 1.377 2.555 -1.096 0.124
H 0.221 1.361 -0.525 0.328
H 0.032 2.066 -2.143 0.162
H 3.104 0.889 -0.750 0.303
C -1.281 4.959 -5.067 -1.354
C -1.371 4.438 -3.641 0.716
C -2.440 5.175 -2.849 -1.465
O -0.106 4.597 -2.994 -0.494
H -1.012 6.019 -5.078 0.316
H -0.504 4.430 -5.621 0.308
H -2.229 4.835 -5.593 0.351
H -1.595 3.369 -3.653 0.268
H -2.210 6.243 -2.786 0.357
H -2.486 4.799 -1.824 0.330
H -3.423 5.058 -3.309 0.388
H 0.102 5.539 -2.977 0.304
C 0.694 4.635 1.247 -0.997
C 1.963 3.997 1.790 0.624
C 2.292 4.514 3.182 -1.473
O 3.050 4.277 0.908 -0.567
H 0.807 5.720 1.164 0.362
H 0.477 4.262 0.244 0.094
H -0.161 4.422 1.892 0.348
H 1.844 2.910 1.821 0.213
H 2.461 5.595 3.166 0.360
H 3.211 4.056 3.554 0.341
H 1.485 4.298 3.885 0.376
H 3.165 5.234 0.873 0.356
C -2.883 3.868 -9.838 -1.273
C -1.506 4.366 -9.429 0.337
C -0.410 3.677 -10.227 -1.272
O -1.306 4.125 -8.036 -0.416
H -2.980 2.795 -9.651 0.339
H -3.660 4.364 -9.251 0.317
H -3.073 4.056 -10.896 0.381
H -1.446 5.446 -9.581 0.236
H -0.423 2.597 -10.053 0.340
H 0.574 4.036 -9.916 0.318
H -0.526 3.859 -11.297 0.386
H -1.356 3.173 -7.890 0.292
C -7.051 -0.405 3.040 -1.174
C -6.066 -0.561 1.892 0.307
C -6.121 -1.960 1.301 -0.801
O -4.743 -0.294 2.360 -0.504
H -6.818 -1.103 3.850 0.276
H -6.993 0.600 3.461 0.317
H -8.076 -0.586 2.708 0.362
H -6.288 0.174 1.116 0.290
H -5.856 -2.710 2.053 -0.085
H -5.401 -2.061 0.486 0.301
H -7.117 -2.189 0.917 0.397
H -4.536 -0.939 3.048 0.318
```


[3]
DFT (ωB97M-V with the def2-TZVPD basis set) results for 9 unconnected molecules or ions with the total composition C27H55F2N7O13 at a distorted geometry.

Calculated values
Relative energy (zero: lowest compared OMol25 entry of this formula, charge and spin): 0.0 kJ/mol
LUMO energy: -0.10 eV
Max |F|: 2.30 eV/Å

```
104
Properties=species:S:1:pos:R:3:mulliken_charge:R:1
C 0.034 2.137 -0.624 -0.750
C 0.541 0.888 0.029 0.642
O 1.358 1.025 0.959 -0.929
N 0.173 -0.292 -0.443 1.319
C 0.736 -1.530 0.038 -0.701
H -0.432 1.870 -1.575 -0.076
H 0.817 2.873 -0.794 0.314
H -0.659 2.668 0.031 0.288
H -0.273 -0.281 -1.351 -0.436
H 0.706 -2.286 -0.748 0.243
H 0.112 -1.900 0.854 0.123
H 1.777 -1.497 0.356 -0.211
C -1.956 1.337 -3.789 -0.554
C -1.137 0.075 -3.553 0.364
O -1.578 -0.763 -2.753 -0.696
N -0.009 -0.036 -4.259 -0.028
C 0.907 -1.171 -4.183 -0.473
H -1.411 2.153 -4.262 0.204
H -2.220 1.637 -2.777 -0.207
H -2.778 1.015 -4.425 0.398
H 0.354 0.843 -4.598 0.272
H 1.156 -1.644 -5.127 0.362
H 0.481 -1.880 -3.474 0.049
H 1.812 -0.793 -3.701 0.106
C 3.749 -3.602 -0.508 -0.753
C 2.878 -4.106 0.623 0.666
O 3.075 -3.762 1.781 -0.668
N 1.823 -4.923 0.361 -0.093
C 0.939 -5.440 1.389 -0.932
H 3.333 -3.646 -1.516 0.286
H 4.673 -4.182 -0.507 0.397
H 4.036 -2.568 -0.317 0.003
H 1.663 -5.186 -0.597 0.213
H 1.069 -4.945 2.344 0.282
H 1.130 -6.511 1.459 0.386
H -0.103 -5.244 1.131 0.250
C -0.234 5.019 -2.833 -1.201
C 0.901 4.266 -3.522 0.677
O 0.766 3.083 -3.839 -0.612
N 2.092 4.878 -3.565 -0.197
C 3.368 4.192 -3.784 -0.804
H 0.052 5.276 -1.812 0.384
H -1.066 4.347 -2.625 0.209
H -0.556 5.835 -3.479 0.425
H 2.058 5.859 -3.338 0.252
H 3.551 4.223 -4.860 0.301
H 3.329 3.170 -3.429 0.198
H 4.150 4.817 -3.359 0.351
C 4.085 -0.230 2.369 -0.557
C 4.822 -0.225 1.044 0.620
O 5.838 -0.863 0.833 -0.668
N 4.278 0.611 0.112 -0.010
C 4.920 0.800 -1.175 -0.947
H 3.306 -0.992 2.334 0.090
H 3.651 0.758 2.515 0.039
H 4.772 -0.395 3.196 0.440
H 3.291 0.827 0.166 0.146
H 4.210 0.594 -1.989 0.109
H 5.764 0.161 -1.404 0.400
H 5.100 1.872 -1.295 0.379
C -4.264 3.493 3.044 -0.811
C -4.891 2.606 1.985 0.755
O -6.091 2.375 1.946 -0.676
N -4.071 2.106 1.034 0.058
C -4.502 1.295 -0.089 -0.321
H -4.206 4.518 2.680 0.302
H -3.288 3.124 3.359 0.045
H -4.937 3.533 3.898 0.333
H -3.071 2.205 1.077 0.060
H -5.368 1.750 -0.568 0.385
H -4.699 0.263 0.203 0.176
H -3.737 1.239 -0.865 -0.213
C -3.028 -2.270 -0.130 -0.376
C -2.716 -3.602 -0.797 0.380
O -3.027 -4.677 -0.315 -0.687
N -1.903 -3.516 -1.876 0.253
C -1.323 -4.662 -2.505 -0.938
H -2.061 -1.847 0.153 -0.293
H -3.550 -2.388 0.816 0.323
H -3.561 -1.576 -0.776 0.436
H -1.748 -2.612 -2.306 0.253
H -0.763 -4.377 -3.399 0.324
H -2.056 -5.417 -2.793 0.369
H -0.558 -5.168 -1.904 0.147
C -2.152 -1.005 3.723 -0.287
C -3.557 -1.571 3.958 0.327
O -3.369 -2.939 3.796 -0.325
C -2.195 -3.208 3.172 0.425
O -1.801 -4.266 2.843 -0.468
O -1.541 -2.025 2.979 -0.090
F -4.403 -1.121 2.966 -0.255
H -1.671 -1.011 4.711 0.271
H -2.113 -0.015 3.279 0.081
H -3.989 -1.280 4.912 0.293
C 1.653 2.427 3.695 -0.224
C 0.573 1.412 4.022 1.039
O -0.592 2.240 4.025 -0.236
C -0.256 3.524 4.208 0.490
O -1.018 4.364 4.580 -0.537
O 1.094 3.674 4.141 -0.383
F 0.693 0.848 5.250 -0.350
H 1.890 2.498 2.637 0.120
H 2.571 2.190 4.232 0.353
H 0.380 0.652 3.266 -0.215
```


[4]
DFT (ωB97M-V with the def2-TZVPD basis set) results for a molecular structure, C27H55F3MnN2O5 at a distorted geometry.

Calculated values
Total charge: +3
Multiplicity: 7
LUMO energy (spin up / spin down): -9.38 / -12.65 eV
⟨S²⟩: 12.007
Max |F|: 4.32 eV/Å

```
93
Properties=species:S:1:pos:R:3:lowdin_spin:R:1
Mn 1.270 0.931 -3.183 4.799
C 2.298 -0.862 -5.182 0.097
O 0.955 -0.985 -4.681 0.033
O 2.845 0.225 -4.466 0.824
C 3.071 -2.211 -5.075 0.035
F 4.328 -2.136 -5.435 0.006
F 3.109 -2.584 -3.753 0.010
F 2.549 -3.259 -5.773 0.008
C -0.024 -1.442 -5.595 0.003
C -1.015 -2.159 -4.680 0.001
H -1.894 -2.577 -5.172 0.000
H -0.479 -2.965 -4.179 0.000
H -1.365 -1.448 -3.932 0.000
H 0.236 -2.213 -6.321 0.002
H -0.462 -0.619 -6.160 0.000
H 2.143 -0.546 -6.213 0.051
O 0.427 -0.326 0.388 0.005
C 0.760 -0.035 -0.839 0.015
O 0.066 -0.315 -1.811 0.050
O 1.764 0.631 -1.112 0.059
H -0.433 -0.742 0.297 0.000
C 5.600 1.817 7.176 0.000
C 5.033 2.913 6.310 0.000
C 3.885 2.511 5.399 0.000
C 4.398 1.702 4.256 0.000
N 3.300 1.063 3.375 0.000
C 2.725 -0.183 4.187 0.000
C 2.264 -1.198 3.100 0.000
C 3.386 -1.017 2.004 0.000
C 3.917 0.379 2.141 0.000
C 2.106 1.995 2.933 0.000
C 2.566 3.227 2.228 0.000
C 1.415 4.184 1.984 0.000
H 6.159 2.254 8.003 0.000
H 6.185 1.060 6.655 0.000
H 4.798 1.225 7.617 0.000
H 5.873 3.273 5.715 0.000
H 4.786 3.734 6.983 0.000
H 3.344 3.431 5.177 0.000
H 3.208 1.903 5.999 0.000
H 5.239 1.025 4.410 0.000
H 4.885 2.395 3.570 0.000
H 1.909 0.226 4.783 0.000
H 3.472 -0.622 4.848 0.000
H 1.278 -0.893 2.750 0.000
H 2.242 -2.243 3.408 0.000
H 3.042 -1.155 0.979 0.000
H 4.173 -1.704 2.317 0.000
H 3.661 1.043 1.315 0.000
H 5.000 0.299 2.231 0.000
H 1.566 2.177 3.863 0.000
H 1.482 1.398 2.268 0.000
H 3.091 2.997 1.301 0.000
H 3.243 3.759 2.896 0.000
H 0.925 4.659 2.833 0.000
H 0.687 3.527 1.508 0.000
H 1.565 4.931 1.204 0.000
C -1.241 -4.197 -0.894 0.000
C -2.481 -3.496 -0.293 0.000
C -2.900 -2.362 -1.262 0.000
C -3.998 -1.465 -0.571 0.000
N -4.746 -0.519 -1.646 0.000
C -4.985 -1.344 -2.945 0.000
C -6.217 -0.713 -3.642 0.000
C -7.081 -0.313 -2.429 0.000
C -6.108 0.106 -1.268 0.000
C -3.716 0.585 -1.984 0.000
C -3.349 1.400 -0.681 0.000
C -2.604 2.629 -1.165 0.000
H -0.986 -5.005 -0.208 0.000
H -0.291 -3.662 -0.913 0.000
H -1.459 -4.616 -1.876 0.000
H -2.300 -3.152 0.725 0.000
H -3.300 -4.213 -0.236 0.000
H -3.165 -2.839 -2.206 0.000
H -2.053 -1.714 -1.485 0.000
H -3.730 -0.955 0.354 0.000
H -4.733 -2.237 -0.344 0.000
H -4.069 -1.555 -3.497 0.000
H -5.420 -2.295 -2.639 0.000
H -6.061 0.079 -4.374 0.000
H -6.711 -1.488 -4.228 0.000
H -7.776 0.461 -2.756 0.000
H -7.639 -1.164 -2.037 0.000
H -6.005 1.190 -1.215 0.000
H -6.286 -0.331 -0.286 0.000
H -4.228 1.148 -2.764 0.000
H -2.805 0.169 -2.414 0.000
H -2.672 0.982 0.064 0.000
H -4.235 1.650 -0.098 0.000
H -2.187 3.023 -0.239 0.000
H -3.285 3.355 -1.611 0.000
H -1.734 2.402 -1.781 0.001
```